(1)
{"formula": "C9H16", "method": "ωB97M-V/def2-TZVPD", "species": ["C", "C", "C", "C", "C", "C", "C", "C", "C", "H", "H", "H", "H", "H", "H", "H", "H", "H", "H", "H", "H", "H", "H", "H", "H"], "positions_angstrom": [[-0.871, 0.801, -0.486], [2.695, 1.259, 0.135], [0.669, 0.723, -0.866], [-3.292, 0.903, -0.253], [1.088, -0.399, 1.436], [2.204, -1.037, -0.691], [1.645, 0.182, 0.062], [-2.121, -1.354, -0.179], [-2.057, 0.132, -0.247], [2.601, 1.928, 1.079], [-4.053, 0.497, -1.012], [-1.530, -1.909, 0.573], [-3.262, 1.955, -0.565], [2.766, 1.839, -0.869], [-1.799, -1.821, -1.218], [0.917, -1.504, 1.476], [1.880, -0.113, 2.229], [3.668, 0.820, 0.196], [1.547, -1.812, -0.392], [0.134, -0.031, 1.764], [-1.216, 1.788, -0.682], [-3.956, 1.004, 0.777], [-3.128, -1.700, -0.063], [2.197, -0.982, -1.816], [3.275, -1.168, -0.386]], "total_charge": 0, "max_force_ev_per_a": 4.82, "e_tot_ev": -9586.4200, "e_homo_ha": [-0.2825, -0.2827], "de_lowest_ev": 4.792}

***

(2)
{"formula": "C9H16BN2O2", "method": "ωB97M-V/def2-TZVPD", "species": ["O", "O", "N", "N", "C", "C", "C", "C", "C", "C", "C", "C", "C", "B", "H", "H", "H", "H", "H", "H", "H", "H", "H", "H", "H", "H", "H", "H", "H", "H"], "positions_angstrom": [[-0.114, 3.186, -3.899], [-0.346, 3.665, -1.549], [-0.695, -2.569, -0.317], [-0.443, 0.394, -2.439], [-0.641, -0.883, -2.108], [-0.654, 1.060, 2.553], [0.675, -1.096, 2.071], [1.542, -1.578, 1.149], [0.303, 0.265, 1.737], [0.969, 0.627, 0.621], [-1.119, 1.451, -2.405], [-1.053, -1.266, -0.886], [1.874, -0.476, 0.189], [-0.467, 2.895, -2.645], [-1.686, 0.809, 2.299], [0.307, -1.612, 2.940], [-1.479, -2.980, 0.199], [0.133, -2.380, 0.370], [0.908, 1.569, 0.112], [-0.263, -1.595, -2.833], [-0.510, 0.843, 3.610], [0.285, 4.032, -4.107], [0.011, 4.550, -1.638], [2.911, -0.168, 0.348], [1.792, -0.732, -0.867], [-1.395, -0.552, -0.159], [-0.514, 2.124, 2.386], [-0.400, -3.209, -1.063], [-2.206, 1.409, -2.254], [2.101, -2.498, 1.200]], "total_charge": 1, "max_force_ev_per_a": 1.45, "e_tot_ev": -17338.2044, "e_homo_ha": -0.4354, "de_lowest_ev": 0.000}

***

(3)
{"formula": "C9H16Br2I3N2S", "method": "ωB97M-V/def2-TZVPD", "species": ["I", "I", "I", "Br", "Br", "S", "N", "N", "C", "C", "C", "C", "C", "C", "C", "C", "C", "H", "H", "H", "H", "H", "H", "H", "H", "H", "H", "H", "H", "H", "H", "H", "H"], "positions_angstrom": [[2.190, 1.253, 0.554], [-4.544, -1.779, 1.491], [0.155, -1.887, 3.194], [1.480, 2.350, -3.269], [3.695, 5.208, -3.248], [-1.195, 2.041, -0.573], [-1.701, -0.564, -0.117], [0.982, -1.369, -0.040], [4.140, 3.356, -2.891], [3.364, 2.404, -3.762], [-0.674, 0.498, 0.209], [-0.073, -2.351, -0.097], [-2.760, -1.767, 2.624], [-3.066, -1.703, 4.087], [-1.574, -1.823, 2.012], [0.688, 0.015, -0.308], [-1.411, -1.915, 0.506], [0.765, 0.248, -1.377], [-0.274, -2.633, -1.139], [-3.522, -0.744, 4.335], [3.942, 3.187, -1.836], [3.390, 2.692, -4.808], [3.738, 1.390, -3.648], [-2.188, -2.586, 0.136], [-2.637, -0.245, 0.163], [-2.168, -1.832, 4.687], [0.264, -3.255, 0.408], [5.205, 3.249, -3.084], [1.622, -1.503, 0.725], [-3.784, -2.478, 4.354], [-1.632, 2.609, 0.557], [-1.732, -0.669, -1.137], [-0.683, 0.601, 1.292]], "total_charge": 1, "max_force_ev_per_a": 0.29, "e_tot_ev": -187788.0236, "e_homo_ha": -0.4441}

***

(4)
{"formula": "C9H16BrN4O5", "method": "ωB97M-V/def2-TZVPD", "species": ["Br", "O", "O", "O", "O", "O", "N", "N", "N", "N", "C", "C", "C", "C", "C", "C", "C", "C", "C", "H", "H", "H", "H", "H", "H", "H", "H", "H", "H", "H", "H", "H", "H", "H", "H"], "positions_angstrom": [[-3.915, -0.954, -1.021], [3.419, 2.594, 0.852], [-0.710, 1.118, -3.312], [-3.077, 3.346, -1.654], [1.289, 2.526, -0.346], [2.528, -2.255, 1.564], [3.040, 2.687, -0.291], [1.608, 0.292, -0.032], [-0.135, 1.212, 0.985], [-0.019, -0.126, 1.220], [1.478, -2.098, 0.668], [-2.384, -1.343, 0.034], [-1.883, 1.495, -2.926], [1.014, -0.686, 0.631], [-1.044, -0.735, 2.051], [-2.431, -0.743, 1.415], [-1.895, 3.032, -2.039], [0.932, 1.469, 0.156], [3.835, -2.170, 1.037], [4.434, -1.569, 1.700], [1.772, -2.389, -0.330], [-1.569, -0.953, -0.551], [-2.628, 1.723, -3.724], [-1.400, 3.698, -2.788], [3.854, -1.701, 0.064], [-2.304, -2.418, 0.081], [-1.043, -0.170, 2.969], [-1.150, 2.783, -1.262], [2.425, 0.219, -0.612], [-3.077, -1.346, 2.035], [-0.722, -1.745, 2.254], [-2.818, 0.263, 1.400], [4.267, -3.157, 0.948], [-2.380, 0.860, -2.169], [0.691, -2.758, 0.994]], "total_charge": -1, "max_force_ev_per_a": 2.89, "e_tot_ev": -95824.0298, "e_homo_ha": -0.0292}

***

(5)
{"formula": "C9H16Cl2LiN2O4S", "method": "ωB97M-V/def2-TZVPD", "species": ["Cl", "Cl", "S", "O", "O", "O", "O", "N", "N", "C", "C", "C", "C", "C", "C", "C", "C", "C", "Li", "H", "H", "H", "H", "H", "H", "H", "H", "H", "H", "H", "H", "H", "H", "H", "H"], "positions_angstrom": [[0.197, -4.192, 3.092], [-1.539, 3.178, 3.707], [1.774, -0.235, 0.688], [-2.528, -3.775, 1.467], [-1.677, -1.694, 1.340], [-1.242, 3.823, 0.343], [-1.315, 1.610, 0.753], [0.983, 1.141, -1.489], [0.750, -1.138, -1.608], [-1.149, -3.014, 3.247], [-1.867, -2.832, 1.893], [-0.292, 1.423, -2.163], [1.144, -0.068, -0.859], [-0.323, 3.026, 2.386], [0.863, -1.119, -3.061], [-1.034, 2.821, 1.034], [1.595, 2.345, -0.946], [0.710, -2.479, -1.036], [-1.214, -0.071, 1.110], [0.302, 2.170, 2.619], [2.567, 2.111, -0.526], [1.224, -0.154, -3.402], [1.708, -2.927, -1.006], [-0.856, 0.508, -2.311], [0.307, -2.452, -0.033], [1.713, 3.059, -1.766], [-0.887, 2.094, -1.538], [-1.839, -3.412, 3.984], [1.575, -1.889, -3.372], [-0.096, -1.332, -3.541], [-0.720, -2.078, 3.583], [0.258, 3.939, 2.373], [0.055, -3.094, -1.654], [0.974, 2.807, -0.178], [-0.116, 1.898, -3.133]], "total_charge": -1, "max_force_ev_per_a": 0.94, "e_tot_ev": -56853.3443, "e_homo_ha": -0.2065}

***

(6)
{"formula": "C9H16ClFN2O7P", "method": "ωB97M-V/def2-TZVPD", "species": ["Cl", "P", "F", "O", "O", "O", "O", "O", "O", "O", "N", "N", "C", "C", "C", "C", "C", "C", "C", "C", "C", "H", "H", "H", "H", "H", "H", "H", "H", "H", "H", "H", "H", "H", "H", "H", "H"], "positions_angstrom": [[1.335, 2.740, 3.263], [1.806, 1.419, 1.657], [2.350, -1.787, -1.525], [-2.831, 3.643, 1.998], [2.370, -5.078, -2.521], [1.478, 2.451, 0.413], [-1.844, -1.264, 1.650], [4.420, -5.705, -1.841], [3.758, -3.555, -1.657], [-1.768, -0.800, -0.549], [-2.770, 2.070, -1.248], [0.542, 0.296, 1.634], [-0.695, 0.723, 0.915], [-1.494, 1.666, 1.794], [2.720, -2.829, -2.298], [3.597, -4.868, -1.989], [-2.341, 3.033, -0.218], [1.619, -3.858, -2.403], [-2.625, 2.479, 1.155], [1.069, -0.958, 1.074], [-1.535, -0.573, 0.647], [-1.942, 1.031, 2.553], [-2.752, 3.359, 2.909], [-3.313, 2.558, -1.945], [1.200, 3.315, 0.731], [-1.308, 3.355, -0.325], [0.958, -1.012, 0.008], [0.976, -3.712, -3.265], [-3.569, 1.956, 1.135], [-1.987, 1.661, -1.735], [-0.871, 2.381, 2.321], [0.624, -1.810, 1.560], [1.008, -3.887, -1.500], [-0.452, 1.116, -0.064], [-2.952, 3.917, -0.354], [3.083, -2.454, -3.257], [2.136, -1.018, 1.277]], "total_charge": -1, "max_force_ev_per_a": 1.57, "e_tot_ev": -51436.8883, "e_homo_ha": -0.1730, "de_lowest_ev": 0.000}

***

(7)
{"formula": "C9H16IN3O", "method": "ωB97M-V/def2-TZVPD", "species": ["I", "O", "N", "N", "N", "C", "C", "C", "C", "C", "C", "C", "C", "C", "H", "H", "H", "H", "H", "H", "H", "H", "H", "H", "H", "H", "H", "H", "H", "H"], "positions_angstrom": [[6.352, 0.065, 0.010], [-0.991, 0.764, 2.046], [3.375, 0.652, -0.983], [-2.732, -0.149, -0.067], [-0.057, -0.183, 0.060], [-0.707, 0.981, 0.616], [1.328, -0.205, 0.116], [-2.099, 1.219, -0.120], [1.970, -1.265, 0.550], [3.438, -1.233, 0.619], [4.230, -0.349, 0.024], [-0.760, -1.449, -0.062], [2.126, 1.061, -0.236], [-2.052, -1.142, -0.871], [3.191, 0.099, -1.904], [-1.448, 1.481, 2.523], [2.514, 1.599, 0.568], [-3.658, 0.028, -0.371], [-2.798, -1.898, -1.108], [1.570, 1.736, -1.005], [-0.151, -2.058, -0.642], [3.964, -1.966, 1.287], [-0.015, 1.770, 0.484], [1.327, -2.158, 0.943], [-0.977, -1.861, 0.939], [-2.691, 1.691, 0.596], [-1.770, -0.562, -1.763], [-2.835, -0.442, 0.978], [-2.143, 1.537, -1.105], [3.903, 1.437, -1.252]], "multiplicity": 3, "total_charge": 2, "max_force_ev_per_a": 9.22, "e_tot_ev": -24189.1584, "e_homo_ha": [-0.4435, -0.5750], "s_squared": 2.010}

***

(8)
{"formula": "C9H16IOP", "method": "ωB97M-V/def2-TZVPD", "species": ["I", "P", "O", "C", "C", "C", "C", "C", "C", "C", "C", "C", "H", "H", "H", "H", "H", "H", "H", "H", "H", "H", "H", "H", "H", "H", "H", "H"], "positions_angstrom": [[3.125, -0.390, 0.458], [1.363, 0.029, -1.210], [1.580, -1.233, -2.220], [2.754, 3.628, 0.418], [-0.432, -0.133, 1.045], [-0.104, -2.211, -0.102], [-1.706, -0.960, 1.201], [-1.178, -2.385, 0.990], [-2.501, -0.552, -0.042], [-1.403, -0.345, -1.105], [1.572, 3.920, -0.083], [-0.110, -0.694, -0.342], [-0.612, 0.942, 1.034], [-1.539, -0.982, -1.979], [-0.740, -2.772, 1.910], [3.650, 3.658, -0.180], [-1.970, -3.068, 0.682], [-3.217, -1.321, -0.334], [2.300, -1.117, -2.847], [-1.375, 0.696, -1.443], [1.445, 4.203, -1.115], [2.887, 3.338, 1.448], [-3.055, 0.370, 0.136], [-2.249, -0.831, 2.136], [0.319, -0.365, 1.798], [0.675, 3.889, 0.515], [0.870, -2.561, 0.244], [-0.348, -2.752, -1.015]], "smiles": "OP(I)[C@]12CC[C@H](CC1)C2.C=C", "total_charge": 0, "max_force_ev_per_a": 0.84, "e_tot_ev": -29029.9665, "e_homo_ha": -0.3184, "de_lowest_ev": 0.000}

***

(9)
{"formula": "C9H16N", "method": "ωB97M-V/def2-TZVPD", "species": ["N", "C", "C", "C", "C", "C", "C", "C", "C", "C", "H", "H", "H", "H", "H", "H", "H", "H", "H", "H", "H", "H", "H", "H", "H", "H"], "positions_angstrom": [[-0.644, 0.751, -1.114], [-1.844, 1.228, -0.346], [0.667, 0.575, -0.412], [0.114, -1.724, 0.542], [1.607, 0.035, -1.422], [0.637, -0.364, 0.807], [-1.036, -1.424, -2.433], [-0.911, -0.421, -1.798], [0.071, 0.169, 2.129], [0.742, 1.019, 2.884], [-1.472, -2.233, -3.019], [-2.249, 0.534, 0.401], [-0.920, -0.180, 2.396], [0.482, 1.333, 3.881], [1.733, 1.443, 2.719], [1.967, 0.726, -2.121], [1.042, -0.850, -1.937], [-0.459, 1.458, -1.718], [1.651, -0.556, 0.821], [-2.690, 1.322, -1.017], [2.489, -0.390, -0.898], [0.346, -2.307, 1.415], [0.413, -2.188, -0.327], [0.947, 1.578, -0.012], [-0.998, -1.679, 0.463], [-1.685, 2.144, 0.118]], "smiles": "C#C[N@@H+](C)[C@H](C)[C@H](C)C=C", "total_charge": 1, "max_force_ev_per_a": 4.06, "e_tot_ev": -11071.2884, "e_homo_ha": -0.4957, "de_lowest_ev": 5.094}

***

(10)
{"formula": "C9H16N2O3", "method": "ωB97M-V/def2-TZVPD", "species": ["O", "O", "O", "N", "N", "C", "C", "C", "C", "C", "C", "C", "C", "C", "H", "H", "H", "H", "H", "H", "H", "H", "H", "H", "H", "H", "H", "H", "H", "H"], "positions_angstrom": [[-1.836, 1.344, 1.039], [0.541, 2.000, -0.802], [1.481, -2.427, 0.023], [0.510, 0.748, -0.746], [0.949, -1.411, -0.430], [-0.176, -1.372, -1.190], [-0.587, -0.007, -1.430], [-0.155, 1.894, 2.698], [-0.936, -2.499, -1.791], [1.273, -0.035, -0.106], [-0.745, -0.345, 2.163], [-0.606, 0.369, -2.920], [-0.952, 0.939, 1.970], [2.441, 0.184, 0.711], [0.882, 1.912, 2.317], [-1.424, 0.202, -0.895], [-0.425, 1.366, -3.020], [-1.569, -3.139, -1.045], [-0.057, -0.575, 2.978], [3.304, -0.274, 0.345], [0.269, -0.172, -3.358], [-0.367, 2.976, 2.517], [2.731, 1.163, 0.849], [-2.105, 2.296, 1.183], [-0.148, 1.574, 3.763], [-1.010, -1.282, 1.654], [2.068, -0.128, 1.657], [-0.248, -3.339, -2.053], [-1.606, 0.324, -3.357], [-1.496, -2.284, -2.725]], "smiles": "CC1=[N+]([O-])C(C)=[N+]([O-])[C@H]1C.C=C(C)O", "total_charge": 0, "max_force_ev_per_a": 5.15, "e_tot_ev": -18709.1682, "e_homo_ha": [-0.2880, -0.2880], "de_lowest_ev": 8.044}

***

(11)
{"formula": "C9H16N2O4", "method": "ωB97M-V/def2-TZVPD", "species": ["O", "O", "O", "O", "N", "N", "C", "C", "C", "C", "C", "C", "C", "C", "C", "H", "H", "H", "H", "H", "H", "H", "H", "H", "H", "H", "H", "H", "H", "H", "H"], "positions_angstrom": [[1.604, -1.447, -1.709], [3.237, -1.903, -0.255], [3.055, -0.703, 2.257], [0.445, 2.010, -0.710], [0.134, -0.117, 0.070], [-2.558, 0.144, -0.141], [-1.733, 1.022, -0.976], [-2.422, 2.393, -1.008], [1.699, -0.760, 1.896], [-0.275, 1.039, -0.535], [-3.928, 2.047, -0.813], [1.074, -2.110, 2.197], [-3.934, 0.527, -0.524], [2.222, -1.315, -0.519], [1.512, -0.320, 0.412], [-2.423, 0.391, 0.817], [-2.211, 2.921, -1.915], [-0.521, -0.893, 0.039], [2.005, 0.632, 0.280], [-4.351, 2.589, 0.054], [-4.640, 0.240, 0.265], [1.220, -2.362, 3.263], [-0.022, -2.100, 1.999], [1.547, -2.905, 1.644], [1.196, 0.018, 2.474], [-4.202, -0.037, -1.434], [-4.531, 2.289, -1.706], [2.178, -2.082, -2.223], [-1.766, 0.595, -1.963], [3.523, -1.307, 1.633], [-2.057, 3.026, -0.184]], "smiles": "C[C@@H](O)[C@H](NC(=O)[C@@H]1CCCN1)C(=O)O", "total_charge": 0, "max_force_ev_per_a": 1.38, "e_tot_ev": -20763.7378, "e_homo_ha": -0.3560, "de_lowest_ev": 0.191}

***

(12)
{"formula": "C9H16N2S", "method": "ωB97M-V/def2-TZVPD", "species": ["S", "N", "N", "C", "C", "C", "C", "C", "C", "C", "C", "C", "H", "H", "H", "H", "H", "H", "H", "H", "H", "H", "H", "H", "H", "H", "H", "H"], "positions_angstrom": [[1.153, 2.975, 0.272], [1.068, 1.471, 1.149], [-1.311, 0.604, -0.088], [0.781, -0.574, -0.621], [-0.022, 0.376, -0.073], [-3.454, 1.688, -0.207], [0.003, -3.094, -0.880], [2.880, -1.772, -0.766], [0.350, 1.514, 2.430], [-2.033, 1.630, 0.142], [2.202, -0.717, -0.282], [0.137, -1.645, -1.450], [-0.716, -1.125, -1.829], [-0.812, 1.791, 2.185], [3.870, -2.040, -0.310], [-3.932, 2.279, 0.583], [-0.903, -3.106, -0.192], [-0.115, -3.843, -1.602], [0.671, -1.899, -2.430], [-3.808, 0.756, -0.041], [-3.710, 2.130, -1.159], [-1.607, 2.571, 0.314], [0.687, -3.261, -0.143], [0.646, 2.350, 2.988], [2.557, 2.986, 0.214], [2.675, -2.426, -1.565], [2.363, -0.101, 0.630], [0.379, 0.481, 2.731]], "total_charge": 0, "max_force_ev_per_a": 5.28, "e_tot_ev": -23402.0435, "e_homo_ha": -0.2865, "de_lowest_ev": 5.531}